## P
ORCA calculation (ωB97M-V with the def2-TZVPD basis set) on 2 unconnected molecules or ions with the total composition C4H12.

⟨S²⟩: 0.750
HOMO energy (alpha / beta): 1.57 / -7.53 eV
Frontier orbital gap (alpha / beta): 2.68 / 12.02 eV

ORCA input file:
```
! wB97M-V def2-TZVPD RIJCOSX def2/J DEFGRID3
* xyz -1 2
C -0.297 -0.513 1.758
C -1.102 -1.682 2.328
H 0.697 -0.466 2.216
H -0.017 -0.708 0.724
H -0.834 0.427 1.845
H -2.154 -1.681 2.038
H -1.121 -1.568 3.420
H -0.598 -2.632 2.156
C 0.452 1.246 -1.344
C 0.878 0.937 -2.793
H 0.741 0.439 -0.681
H 1.010 2.130 -1.007
H -0.598 1.486 -1.198
H 1.835 1.392 -3.038
H 0.095 1.322 -3.445
H 1.011 -0.130 -2.978
*
```

---

## Q
ORCA calculation (ωB97M-V with the def2-TZVPD basis set) on 2 unconnected molecules or ions with the total composition C4H12.

⟨S²⟩: 0.750
HOMO energy (alpha / beta): 1.64 / -7.36 eV
Frontier orbital gap (alpha / beta): 2.75 / 11.92 eV

ORCA input file:
```
! wB97M-V def2-TZVPD RIJCOSX def2/J DEFGRID3
* xyz -1 2
C 1.755 -1.053 0.193
C 1.907 -1.150 -1.348
H 2.099 -0.042 0.484
H 0.693 -1.090 0.458
H 2.360 -1.896 0.562
H 2.746 -1.810 -1.580
H 2.130 -0.071 -1.736
H 1.097 -1.642 -1.817
C -1.864 0.418 0.254
C -1.834 1.788 0.925
H -2.797 -0.111 0.152
H -1.602 0.450 -0.714
H -1.248 -0.342 0.910
H -1.216 1.960 1.760
H -2.811 2.092 1.254
H -1.415 2.499 0.241
*
```

---

Result of the stability comparison: Q is the least stable of them.

---

## P
ORCA calculation (ωB97M-V with the def2-TZVPD basis set) on 2 unconnected molecules or ions with the total composition BrH4NSi.

SMILES string: N=[SiH2].Br
HOMO energy: -9.86 eV
Frontier orbital gap: 9.10 eV

ORCA input file:
```
! wB97M-V def2-TZVPD RIJCOSX def2/J DEFGRID3
* xyz 0 1
N 0.664 0.530 -0.358
Si -0.869 0.702 0.133
H 1.450 1.089 -0.059
H -1.821 -0.043 -0.669
H -1.497 1.349 1.282
Br 1.068 -2.526 -0.020
H 1.004 -1.101 -0.310
*
```

---

## Q
ORCA calculation (ωB97M-V with the def2-TZVPD basis set) on BrH4NSi in the gas phase.

SMILES string: N[SiH2]Br
HOMO energy: -9.81 eV
Frontier orbital gap: 9.63 eV

ORCA input file:
```
! wB97M-V def2-TZVPD RIJCOSX def2/J DEFGRID3
* xyz 0 1
N -0.715 0.467 0.341
Si 0.554 -0.710 0.186
Br -0.422 -2.260 2.003
H -0.553 1.226 -0.267
H -1.611 0.003 0.381
H 1.739 -0.499 1.225
H 0.972 -1.099 -1.140
*
```

---

Result of the stability comparison: P is the least stable of them.

---

## P
ORCA calculation (ωB97M-V with the def2-TZVPD basis set) on a molecular structure, C23H27N3O5S.

HOMO energy: -8.72 eV
Frontier orbital gap: 8.19 eV

ORCA input file:
```
! wB97M-V def2-TZVPD RIJCOSX def2/J DEFGRID3
* xyz 0 1
C -5.855 3.069 1.233
C -4.486 2.564 1.211
C -4.208 1.493 0.075
C -3.940 2.196 -1.262
C -3.491 1.258 -2.487
N -2.298 0.468 -2.034
C -1.071 1.081 -2.154
N 0.003 0.399 -2.214
C 0.060 -0.871 -1.644
C 1.253 -1.335 -1.331
C 1.216 -2.845 -0.720
C 0.161 -3.523 -0.557
C -0.978 -2.664 -0.889
C -1.252 -1.551 -1.271
C -2.413 -0.907 -1.698
O -3.500 -1.393 -1.254
H -1.966 -3.160 -0.553
H 0.206 -4.332 -0.024
C 2.517 -3.303 -0.601
O 3.552 -3.133 -1.131
N 2.771 -4.071 0.545
H 1.937 -4.112 1.461
C 3.886 -4.670 1.132
C 4.508 -3.847 2.400
C 5.112 -2.788 2.030
C 5.362 -2.311 3.580
C 5.069 -3.262 4.293
O 4.289 -4.419 3.428
H 5.011 -3.645 5.479
H 5.904 -1.411 4.078
H 5.321 -2.067 1.364
H 4.715 -4.582 0.108
H 3.755 -5.636 1.394
H 2.257 -0.767 -1.549
S -1.071 2.641 -3.007
C 0.494 2.690 -3.036
C 1.327 2.395 -1.916
O 2.339 2.017 -1.416
O 0.526 2.731 -0.683
C 1.033 2.320 0.726
C 1.992 3.659 1.194
H 1.583 4.419 1.332
H 2.448 3.266 2.146
H 3.035 3.608 0.464
H 1.583 1.354 0.530
H 0.097 2.570 1.172
H 0.829 4.018 -3.249
H 1.068 2.412 -3.876
H -3.601 1.574 -3.397
H -4.364 0.268 -2.280
H -4.902 2.601 -1.527
H -3.177 2.876 -1.242
H -4.954 0.734 -0.042
H -3.112 1.123 0.462
H -4.339 2.108 2.295
H -3.808 3.293 1.429
H -6.446 2.225 1.092
H -5.884 3.580 0.351
H -6.101 3.596 2.042
*
```

---

## Q
ORCA calculation (ωB97M-V with the def2-TZVPD basis set) on C23H27N3O5S in the gas phase.

SMILES string: Cc1ccc(CCNC(=O)C2CCN(S(=O)(=O)c3ccc4c(c3)oc(=O)n4C)CC2)cc1
HOMO energy: -8.78 eV
Frontier orbital gap: 9.26 eV

ORCA input file:
```
! wB97M-V def2-TZVPD RIJCOSX def2/J DEFGRID3
* xyz 0 1
C -1.476 1.140 3.553
C -1.657 1.726 2.188
C -2.895 1.689 1.558
C -3.055 2.188 0.278
C -1.983 2.734 -0.416
C -2.144 3.231 -1.826
C -1.514 2.262 -2.836
N -2.067 0.933 -2.712
C -1.318 -0.143 -2.382
O -0.107 -0.095 -2.319
C -2.159 -1.387 -2.093
C -2.800 -1.235 -0.707
C -1.705 -1.223 0.353
N -0.990 -2.476 0.310
S -0.016 -2.785 1.625
O -0.661 -2.220 2.777
O 0.286 -4.183 1.624
C 1.503 -1.883 1.299
C 1.537 -0.523 1.549
C 2.655 0.233 1.229
C 3.722 -0.435 0.655
C 3.675 -1.819 0.416
C 2.565 -2.570 0.727
O 4.854 -2.213 -0.143
C 5.649 -1.114 -0.268
O 6.755 -1.111 -0.722
N 4.958 -0.022 0.221
C 5.492 1.312 0.241
C -0.339 -2.734 -0.958
C -1.343 -2.684 -2.108
C -0.749 2.787 0.218
C -0.592 2.299 1.502
H -2.367 1.287 4.159
H -1.299 0.064 3.480
H -0.626 1.589 4.063
H -3.742 1.264 2.076
H -4.033 2.163 -0.184
H -3.205 3.352 -2.057
H -1.659 4.203 -1.940
H -1.673 2.635 -3.854
H -0.441 2.162 -2.659
H -3.072 0.853 -2.728
H -2.943 -1.453 -2.856
H -3.376 -0.312 -0.635
H -3.464 -2.081 -0.523
H -2.129 -1.134 1.352
H -1.030 -0.373 0.174
H 0.678 -0.068 2.012
H 2.692 1.293 1.417
H 2.504 -3.631 0.562
H 6.492 1.268 -0.186
H 5.547 1.684 1.266
H 4.868 1.980 -0.355
H 0.107 -3.727 -0.885
H 0.450 -1.995 -1.149
H -2.032 -3.525 -2.024
H -0.796 -2.770 -3.048
H 0.096 3.222 -0.297
H 0.372 2.371 1.984
*
```

---

Result of the stability comparison: P is the least stable of them.

---

## P
ORCA calculation (ωB97M-V with the def2-TZVPD basis set) on 2 unconnected molecules or ions with the total composition C4H12NO.

HOMO energy: -15.80 eV
Frontier orbital gap: 11.15 eV

ORCA input file:
```
! wB97M-V def2-TZVPD RIJCOSX def2/J DEFGRID3
* xyz 1 1
C -1.534 -1.467 1.495
C -0.477 -1.374 0.377
C -0.729 -0.130 -0.435
C 1.390 0.436 -1.468
N 0.175 0.117 -1.605
H -1.345 -2.399 2.029
H -1.420 -0.680 2.231
H -2.552 -1.577 1.138
H 0.536 -1.358 0.770
H -0.624 -2.295 -0.189
H -1.737 0.029 -0.799
H -0.545 0.728 0.219
H 1.945 0.491 -0.543
H 1.961 0.737 -2.344
H -0.219 0.038 -2.533
H 1.162 3.132 0.970
H 2.335 3.104 0.174
O 1.678 2.468 0.512
*
```

---

## Q
ORCA calculation (ωB97M-V with the def2-TZVPD basis set) on a gas-phase ion, C4H12NO (charge +1).

SMILES string: CC[C@@H]([NH3+])CO
HOMO energy: -14.80 eV
Frontier orbital gap: 11.44 eV

ORCA input file:
```
! wB97M-V def2-TZVPD RIJCOSX def2/J DEFGRID3
* xyz 1 1
C 0.677 2.536 0.208
C -0.324 1.412 0.059
C 0.160 -0.010 -0.348
N 1.046 -0.587 0.839
C -1.081 -0.980 -0.396
O -0.587 -2.250 -0.560
H 1.748 2.252 0.345
H 1.008 2.926 -0.815
H 0.427 3.202 0.979
H -1.366 1.665 -0.380
H -0.918 1.260 1.064
H 0.789 -0.085 -1.268
H 0.367 -0.572 1.682
H 1.992 -0.163 1.007
H 1.202 -1.594 0.664
H -1.876 -0.625 -0.997
H -1.597 -1.274 0.561
H -0.993 -2.637 -1.370
*
```

---

Result of the stability comparison: Q is the least stable of them.

---

## P
ORCA calculation (ωB97M-V with the def2-TZVPD basis set) on 2 unconnected molecules or ions with the total composition CH5N3O2.

SMILES string: C=NN.O=NO
HOMO energy: -8.92 eV
Frontier orbital gap: 9.19 eV

ORCA input file:
```
! wB97M-V def2-TZVPD RIJCOSX def2/J DEFGRID3
* xyz 0 1
C 2.256 0.288 -0.649
N 1.139 0.383 -0.061
N 0.846 -0.612 0.837
H 2.513 1.056 -1.359
H 2.977 -0.534 -0.515
H 1.277 -1.516 0.640
H -0.131 -0.714 1.010
O -2.595 -0.920 -0.630
N -3.150 -0.005 -0.154
O -2.261 0.957 0.272
H -2.870 1.616 0.608
*
```

---

## Q
ORCA calculation (ωB97M-V with the def2-TZVPD basis set) on CH5N3O2 in the gas phase.

SMILES string: N=C(NO)NO
HOMO energy: -9.60 eV
Frontier orbital gap: 10.24 eV

ORCA input file:
```
! wB97M-V def2-TZVPD RIJCOSX def2/J DEFGRID3
* xyz 0 1
N -0.888 0.128 -1.804
C -0.345 -0.013 -0.679
N -0.772 0.114 0.712
O -0.348 -1.124 1.279
N 1.083 -0.292 -0.591
O 1.617 0.363 0.536
H -1.804 0.062 -1.484
H -1.874 0.338 0.820
H 0.434 -0.850 1.994
H 1.735 -0.027 -1.260
H 1.162 1.302 0.478
*
```

---

Result of the stability comparison: Q is the least stable of them.

---

## P
ORCA calculation (ωB97M-V with the def2-TZVPD basis set) on 2 unconnected molecules or ions with the total composition CH2N2O2.

HOMO energy (alpha / beta): -9.78 / -9.88 eV
Frontier orbital gap (alpha / beta): 9.25 / 9.24 eV

ORCA input file:
```
! wB97M-V def2-TZVPD RIJCOSX def2/J DEFGRID3
* xyz 0 1
C 0.391 0.306 1.898
N -1.179 0.111 -1.719
N -0.010 0.644 0.813
O 0.757 0.456 2.963
O -0.665 1.149 -2.212
H 0.077 1.445 -1.695
H -0.647 0.233 0.096
*
```

---

## Q
ORCA calculation (ωB97M-V with the def2-TZVPD basis set) on 2 unconnected molecules or ions with the total composition CH2N2O2.

HOMO energy: -9.48 eV
Frontier orbital gap: 8.43 eV

ORCA input file:
```
! wB97M-V def2-TZVPD RIJCOSX def2/J DEFGRID3
* xyz 0 1
C -1.071 -0.091 -0.042
N -0.275 0.973 0.071
N 0.138 0.006 -0.787
O -2.055 -0.575 0.363
O 1.250 -0.868 -0.599
H 0.094 0.749 1.604
H 1.919 -0.193 -0.611
*
```

---

Result of the stability comparison: Q is the least stable of them.

---

## P
ORCA calculation (ωB97M-V with the def2-TZVPD basis set) on 2 unconnected molecules or ions with the total composition CH2N2O2.

HOMO energy (alpha / beta): -9.72 / -10.10 eV
Frontier orbital gap (alpha / beta): 9.41 / 8.84 eV

ORCA input file:
```
! wB97M-V def2-TZVPD RIJCOSX def2/J DEFGRID3
* xyz 0 1
C 1.026 -0.226 0.013
N 0.306 -0.407 -1.124
N 0.102 0.780 -0.230
O 1.896 -0.575 0.718
O -0.972 1.180 0.241
H -0.360 -1.148 -1.299
H -1.997 0.395 1.681
*
```

---

## Q
ORCA calculation (ωB97M-V with the def2-TZVPD basis set) on CH2N2O2 in the gas phase.

SMILES string: C1=NONO1
HOMO energy: -8.95 eV
Frontier orbital gap: 9.91 eV

ORCA input file:
```
! wB97M-V def2-TZVPD RIJCOSX def2/J DEFGRID3
* xyz 0 1
C 0.055 0.839 0.465
N -1.115 1.083 0.047
O -1.772 -0.148 0.080
N -0.765 -1.192 0.186
O 0.407 -0.449 0.581
H 0.763 1.559 0.660
H -0.749 -1.722 -0.623
*
```

---

## R
ORCA calculation (ωB97M-V with the def2-TZVPD basis set) on 2 unconnected molecules or ions with the total composition CH2N2O2.

HOMO energy: -10.32 eV
Frontier orbital gap: 11.30 eV

ORCA input file:
```
! wB97M-V def2-TZVPD RIJCOSX def2/J DEFGRID3
* xyz 0 1
C -0.210 -1.718 1.753
N 0.384 1.330 -1.718
N 0.666 1.369 -0.543
O -1.020 -2.426 1.422
O 0.131 0.309 0.141
H -0.190 0.587 -2.134
H 0.238 0.548 1.078
*
```

---

Result of the stability comparison: P is the least stable of them.

---

## P
ORCA calculation (ωB97M-V with the def2-TZVPD basis set) on 2 unconnected molecules or ions with the total composition C6H15NO.

⟨S²⟩: 0.776
HOMO energy (alpha / beta): -14.97 / -15.27 eV
Frontier orbital gap (alpha / beta): 11.26 / 7.68 eV

ORCA input file:
```
! wB97M-V def2-TZVPD RIJCOSX def2/J DEFGRID3
* xyz 1 2
C -0.453 2.486 -0.651
C -1.319 1.137 -0.523
C -0.700 -0.164 -1.267
C 0.533 -0.835 -0.705
C 1.781 -0.344 -0.875
C -0.984 -1.950 0.778
N 0.327 -2.041 0.143
H -0.735 2.948 -1.602
H -0.772 3.149 0.140
H 0.696 2.311 -0.553
H -1.644 1.072 0.518
H -2.295 1.294 -0.867
H -0.584 0.231 -2.365
H -1.691 -0.744 -1.438
H 2.760 -0.848 -0.530
H 1.976 0.570 -1.293
H -1.180 -0.867 1.105
H -0.924 -2.485 1.673
H -1.869 -2.345 0.203
H 1.082 -2.261 0.902
H 1.956 0.112 3.196
H 1.992 0.055 1.572
O 2.046 -0.479 2.439
*
```

---

## Q
ORCA calculation (ωB97M-V with the def2-TZVPD basis set) on a gas-phase ion, C6H15NO (charge +1).

⟨S²⟩: 0.755
HOMO energy (alpha / beta): -12.90 / -12.90 eV
Frontier orbital gap (alpha / beta): 9.77 / 4.72 eV

ORCA input file:
```
! wB97M-V def2-TZVPD RIJCOSX def2/J DEFGRID3
* xyz 1 2
C 2.104 -1.423 -0.742
O 2.382 -2.173 -1.912
C 0.660 -1.348 -0.473
C 0.219 0.138 -0.514
C 0.366 0.755 0.932
C -1.027 0.743 1.574
N -1.750 2.014 1.030
C -2.999 1.468 0.279
H 2.723 -1.926 -0.070
H 2.636 -0.419 -0.926
H 3.071 -2.878 -1.887
H 0.399 -1.818 0.401
H 0.061 -1.973 -1.228
H 0.792 0.651 -1.270
H -0.823 0.158 -0.798
H 0.868 1.779 0.826
H 1.103 0.142 1.537
H -1.752 -0.106 1.784
H -0.800 0.876 2.683
H -1.144 2.665 0.378
H -3.654 1.096 1.036
H -3.332 2.343 -0.262
H -2.895 0.692 -0.453
*
```

---

Result of the stability comparison: Q is the least stable of them.